1.
{"formula": "C3H4Cl2", "method": "ωB97M-V with the def2-TZVPD basis set", "symbols": ["C", "C", "C", "Cl", "Cl", "H", "H", "H", "H"], "positions_angstrom": [[0.73, 1.51, -0.48], [-0.09, 0.72, 0.58], [0.82, 0.05, -0.06], [-1.53, -2.45, -0.05], [1.55, -1.44, -0.41], [0.34, 1.84, -1.38], [1.53, 2.06, -0.06], [-0.86, 0.99, 1.35], [-2.49, -3.28, 0.50]], "e_homo_ev": -9.375, "total_charge": 0, "de_lowest_kj_mol": 245.42, "gap_ev": 9.942, "spin_multiplicity": 1, "e_lumo_ev": 0.6}

***

2.
{"formula": "C2H8N3O2", "method": "ωB97M-V with the def2-TZVPD basis set", "symbols": ["N", "C", "N", "N", "H", "H", "H", "H", "H", "H", "O", "C", "O", "H", "H"], "positions_angstrom": [[-0.97, -1.49, 0.40], [-0.04, -1.30, -0.51], [1.12, -1.97, -0.43], [-0.18, -0.38, -1.48], [-0.91, -2.19, 1.13], [-1.75, -0.87, 0.56], [1.75, -2.12, -1.20], [1.45, -2.28, 0.48], [-1.01, 0.20, -1.47], [0.53, -0.27, -2.17], [1.23, 1.77, 1.47], [0.36, 2.38, 0.88], [-0.50, 3.19, 1.46], [0.32, 2.38, -0.23], [-1.39, 2.95, 1.12]], "e_homo_ev": [-19.272, -19.263], "total_charge": 2, "de_lowest_kj_mol": 29.89, "gap_ev": [9.348, 4.810], "spin_multiplicity": 2, "e_lumo_ev": [-9.9, -14.5]}

***

3.
{"formula": "C4H8N2O3", "method": "ωB97M-V with the def2-TZVPD basis set", "symbols": ["C", "C", "C", "C", "N", "N", "O", "O", "O", "H", "H", "H", "H", "H", "H", "H", "H"], "positions_angstrom": [[1.70, -0.86, -0.77], [1.81, 0.68, -0.80], [-1.69, -0.11, -0.41], [0.73, -1.40, 0.23], [0.76, -1.06, 1.49], [-1.96, 0.74, 0.54], [2.45, -1.57, -1.41], [-3.25, 0.84, 0.90], [-1.21, 1.57, 1.10], [1.95, 0.89, -1.84], [2.74, 1.05, -0.24], [0.96, 1.22, -0.46], [-2.51, -0.58, -0.84], [-0.56, -0.32, -0.66], [0.12, -2.40, 0.00], [-3.41, 1.62, 1.46], [1.37, -0.30, 1.70]], "e_homo_ev": -9.463, "total_charge": 0, "de_lowest_kj_mol": 661.59, "gap_ev": 9.314, "spin_multiplicity": 1, "e_lumo_ev": -0.1}

***

4.
{"formula": "C5H8NO", "method": "ωB97M-V with the def2-TZVPD basis set", "symbols": ["C", "C", "C", "C", "C", "N", "O", "H", "H", "H", "H", "H", "H", "H", "H"], "positions_angstrom": [[-0.77, 1.30, 0.32], [-0.89, 0.48, 1.34], [0.34, 0.98, -0.60], [0.70, -0.49, -0.22], [-0.20, -1.43, -0.83], [0.63, -0.65, 1.29], [1.63, 0.08, 1.91], [-1.47, 2.19, 0.18], [-1.38, 0.46, 2.35], [-0.14, 0.96, -1.63], [1.21, 1.65, -0.69], [1.71, -0.56, -0.71], [-1.21, -0.90, -1.03], [-0.31, -2.14, 0.01], [0.15, -1.93, -1.70]], "e_homo_ev": -1.765, "total_charge": -1, "de_lowest_kj_mol": 334.34, "gap_ev": 6.053, "spin_multiplicity": 1, "e_lumo_ev": 4.3}

***

5.
{"formula": "C5H13N2", "method": "ωB97M-V with the def2-TZVPD basis set", "symbols": ["C", "C", "C", "C", "C", "N", "N", "H", "H", "H", "H", "H", "H", "H", "H", "H", "H", "H", "H", "H"], "positions_angstrom": [[-2.51, 0.71, 0.12], [-1.22, -0.12, -0.20], [0.06, 0.59, 0.31], [1.29, -0.29, 0.08], [2.53, 0.49, 0.35], [1.07, -1.00, -1.19], [-1.29, -1.38, 0.26], [-3.41, 0.23, -0.27], [-2.46, 1.75, -0.20], [-2.67, 0.64, 1.19], [-1.14, 0.01, -1.33], [0.15, 1.49, -0.28], [-0.10, 0.81, 1.36], [2.44, 0.72, 1.42], [2.54, 1.51, -0.03], [-2.13, -1.86, -0.10], [1.88, -1.56, -1.44], [0.29, -1.63, -1.05], [1.24, -1.07, 0.86], [3.44, -0.05, 0.14]], "e_homo_ev": -14.202, "total_charge": 1, "de_lowest_kj_mol": 590.43, "gap_ev": 5.675, "spin_multiplicity": 1, "e_lumo_ev": -8.5}

***

6.
{"formula": "C4H7O4S", "method": "ωB97M-V with the def2-TZVPD basis set", "symbols": ["C", "C", "C", "C", "O", "O", "O", "O", "S", "H", "H", "H", "H", "H", "H", "H"], "positions_angstrom": [[1.30, 1.50, -0.89], [-0.15, 1.19, -1.05], [-1.68, -0.47, 0.87], [-0.68, -0.69, -0.20], [1.37, -0.09, 1.39], [0.32, -2.35, 1.41], [1.75, -1.67, -0.47], [0.73, 1.19, -2.05], [0.83, -1.26, 0.59], [1.62, 2.56, -0.63], [1.90, 0.68, -0.40], [-0.71, 2.09, -1.07], [-1.33, -1.22, 1.57], [-2.80, -0.57, 0.52], [-1.50, 0.53, 1.46], [-0.97, -1.43, -1.05]], "e_homo_ev": -5.026, "total_charge": -1, "de_lowest_kj_mol": 354.24, "gap_ev": 8.934, "spin_multiplicity": 1, "e_lumo_ev": 3.9}

***

7.
{"formula": "C29H54ClDyOP", "method": "ωB97M-V with the def2-TZVPD basis set", "symbols": ["Dy", "P", "Cl", "C", "H", "H", "C", "C", "C", "H", "C", "H", "H", "C", "H", "H", "C", "H", "H", "C", "H", "H", "H", "H", "C", "C", "H", "C", "H", "H", "C", "H", "H", "C", "H", "H", "C", "H", "H", "H", "H", "C", "H", "C", "H", "H", "C", "H", "H", "C", "H", "H", "C", "H", "H", "H", "H", "C", "C", "H", "C", "H", "C", "H", "H", "C", "H", "H", "C", "H", "H", "H", "H", "C", "C", "C", "C", "O", "H", "H", "H", "H", "H", "H", "H", "H", "H"], "positions_angstrom": [[0.45, 0.34, 1.83], [0.06, 0.58, -1.06], [1.23, 2.71, 1.83], [-1.89, 0.40, 1.29], [-2.78, -0.12, 0.91], [-2.22, 1.44, 1.56], [1.92, 0.83, -1.25], [-0.74, 2.26, -1.24], [2.44, 0.87, -2.69], [2.08, 1.83, -0.79], [3.93, 1.22, -2.71], [2.29, -0.11, -3.17], [1.89, 1.61, -3.30], [4.77, 0.27, -1.84], [4.30, 1.21, -3.74], [4.06, 2.25, -2.33], [4.19, 0.09, -0.43], [4.82, -0.71, -2.33], [5.79, 0.64, -1.77], [2.69, -0.21, -0.41], [4.73, -0.71, 0.09], [4.36, 1.01, 0.14], [2.51, -1.22, -0.82], [2.39, -0.22, 0.67], [-0.59, -0.51, -2.42], [-2.26, 2.09, -1.42], [-0.56, 2.69, -0.24], [-2.96, 3.45, -1.33], [-2.48, 1.62, -2.39], [-2.62, 1.43, -0.62], [-2.35, 4.48, -2.29], [-4.03, 3.32, -1.55], [-2.88, 3.82, -0.30], [-0.82, 4.58, -2.17], [-2.61, 4.22, -3.32], [-2.79, 5.46, -2.09], [-0.12, 3.22, -2.26], [-0.43, 5.25, -2.94], [-0.57, 5.02, -1.19], [-0.22, 2.81, -3.28], [0.95, 3.35, -2.06], [0.12, -1.87, -2.44], [-1.64, -0.68, -2.10], [-0.60, -2.85, -3.38], [1.16, -1.74, -2.77], [0.15, -2.30, -1.44], [-0.80, -2.28, -4.79], [-0.03, -3.79, -3.43], [-1.58, -3.09, -2.95], [-1.39, -0.86, -4.78], [0.17, -2.26, -5.31], [-1.45, -2.94, -5.37], [-0.65, 0.09, -3.83], [-1.38, -0.44, -5.80], [-2.44, -0.92, -4.46], [0.37, 0.26, -4.20], [-1.15, 1.07, -3.83], [-0.04, -2.58, 1.17], [-1.36, -2.26, 0.95], [0.75, -2.36, 0.43], [-2.43, -2.60, 1.93], [-1.64, -1.69, 0.06], [-1.86, -2.91, 3.32], [-3.17, -1.79, 2.00], [-2.98, -3.50, 1.58], [-0.71, -3.92, 3.22], [-1.47, -1.98, 3.75], [-2.65, -3.29, 3.98], [0.44, -3.37, 2.35], [-0.34, -4.17, 4.23], [-1.09, -4.85, 2.77], [1.11, -2.76, 2.99], [1.06, -4.22, 2.02], [0.73, -1.25, 5.89], [0.13, -0.06, 5.16], [-1.33, 0.14, 5.57], [0.93, 1.22, 5.44], [0.20, -0.33, 3.77], [0.73, -1.07, 6.98], [1.76, -1.41, 5.57], [0.16, -2.16, 5.68], [-1.39, 0.37, 6.64], [-1.78, 0.97, 5.01], [-1.92, -0.76, 5.38], [1.95, 1.10, 5.07], [0.48, 2.07, 4.91], [0.96, 1.44, 6.51]], "e_homo_ev": [-3.044, -1.608], "total_charge": -1, "de_lowest_kj_mol": 0.00, "gap_ev": [5.630, 4.220], "spin_multiplicity": 6, "e_lumo_ev": [2.6, 2.6]}